Molecular formula: C16H31CoNP2S
Method: DFT, wB97M-V/def2-TZVPD

Output
- LUMO (spin up / spin down): -0.210 / -0.213 eV
- Gap between HOMO and LUMO (spin up / spin down): 3.62 / 6.16 eV
- Spin multiplicity: 4

Cartesian coordinates (Å):
Co -0.74 -0.13 -0.98
S 2.34 1.56 4.96
P -1.40 1.94 1.03
P 2.68 -1.69 2.05
N 2.38 -0.38 2.99
C -0.41 2.35 2.51
C 0.77 0.33 -3.26
C -1.31 1.20 -2.13
C -1.79 3.60 0.36
C 2.38 0.45 3.88
C -2.70 -0.89 -2.72
C -0.55 1.14 -3.43
C 1.13 -1.98 1.11
C -0.37 -1.61 -2.02
C 3.89 -1.22 0.82
C 3.18 -3.06 3.05
C 0.66 -0.60 -2.09
C -3.00 1.35 1.69
C -2.36 0.25 -1.80
C -1.45 -1.76 -3.06
C 0.13 -0.82 0.83
H -0.61 3.37 2.85
H 3.74 -3.77 2.43
H 0.65 2.29 2.23
H 1.61 -0.80 -1.58
H -1.15 0.74 -4.25
H 3.71 -0.19 0.47
H -0.27 2.16 -3.73
H -2.65 3.54 -0.32
H 0.61 -2.75 1.70
H -3.30 1.93 2.57
H -1.07 -1.54 -4.07
H 1.44 -2.46 0.16
H 4.90 -1.30 1.24
H 1.03 -0.19 -4.20
H 1.59 1.03 -3.06
H 0.49 0.12 1.27
H -0.84 -1.07 1.30
H -3.77 1.42 0.91
H -3.44 -1.52 -2.21
H -0.60 1.65 3.33
H -1.35 2.20 -1.68
H 3.80 -1.90 -0.04
H -1.99 4.31 1.17
H 3.83 -2.71 3.87
H -3.18 -0.56 -3.65
H -2.89 0.29 1.97
H -1.78 -2.80 -3.07
H -3.19 0.61 -1.18
H 2.30 -3.56 3.46
H -0.14 -2.53 -1.46
H -0.92 3.94 -0.21

=====

Molecular formula: C16H31F3P2Pd
Method: DFT, wB97M-V/def2-TZVPD

Output
- Net charge: +2
- LUMO (spin up / spin down): -5.374 / -8.010 eV
- Gap between HOMO and LUMO (spin up / spin down): 7.16 / 7.77 eV
- Spin multiplicity: 5

Cartesian coordinates (Å):
Pd -0.74 0.00 1.41
P -3.67 0.63 -4.40
P -1.27 3.81 -4.02
F -1.14 -2.83 1.59
F -1.16 -2.13 -0.50
F 0.76 -2.33 0.58
C -0.07 0.80 -3.94
C -3.42 -0.20 -5.98
C -2.53 0.64 -1.87
C 0.64 1.08 0.54
C -2.44 -0.03 -3.29
C -2.26 2.95 -5.30
C -3.64 2.41 -4.86
C -5.34 0.22 -3.86
C 0.27 4.44 -4.82
C -0.55 -1.93 0.73
C -1.91 3.18 -2.27
C -1.11 -0.20 -3.84
C 0.27 1.70 -2.72
C -2.91 2.13 -1.82
C -2.15 5.42 -3.81
C -0.49 3.01 -2.59
H -3.28 -1.28 -5.82
H 1.11 0.43 -0.24
H -2.54 0.19 -6.49
H -3.28 0.09 -1.27
H 0.19 1.99 0.09
H -2.10 4.11 -1.72
H -3.06 2.38 -0.74
H 1.34 1.95 -2.80
H -5.98 0.05 -4.75
H -0.87 -1.21 -4.22
H 0.97 4.79 -4.05
H 0.75 3.66 -5.42
H 0.12 3.74 -2.05
H 0.86 0.24 -4.17
H -4.29 -0.05 -6.63
H -3.90 2.29 -2.28
H -1.70 6.02 -3.00
H -3.22 5.29 -3.60
H 1.40 1.34 1.32
H 0.19 1.16 -1.77
H -5.78 1.03 -3.26
H -2.43 3.74 -6.06
H -5.32 -0.70 -3.26
H 0.01 5.30 -5.47
H -1.65 2.19 -5.81
H -0.19 1.45 -4.81
H -1.60 0.48 -1.31
H -2.85 -1.07 -3.17
H -4.08 3.02 -4.05
H -4.32 2.50 -5.73
H -2.06 6.00 -4.75

=====

Molecular formula: C16H31FN5O3S
Method: DFT, wB97M-V/def2-TZVPD

Output
- Net charge: +1
- LUMO: -2.815 eV
- Gap between HOMO and LUMO: 8.64 eV

Cartesian coordinates (Å):
S -3.79 0.66 1.12
F 5.03 -0.63 1.85
O 3.24 4.18 0.91
O 3.01 -1.21 2.37
O -2.24 -3.58 -2.19
N 1.55 5.71 1.08
N -4.17 -2.51 -2.73
N 0.53 -3.95 0.23
N 0.42 -1.53 0.31
N -1.34 0.15 -0.04
C -5.43 -2.51 -3.45
C -3.81 -1.37 -1.91
C 2.17 4.54 1.37
C 0.63 0.59 1.51
C 3.50 -1.03 0.02
C -0.37 -2.80 0.13
C 2.19 6.63 0.16
C 0.27 6.06 1.66
C 1.14 -1.10 -0.91
C 2.29 -0.15 -0.45
C 1.83 0.96 0.57
C -3.31 -3.54 -2.79
C -2.41 0.38 0.44
C -0.38 -0.42 0.91
C 3.77 -0.97 1.51
C 0.79 -4.30 1.64
H -0.12 -4.27 2.27
H -5.45 -1.66 -4.14
H -1.17 -2.90 0.88
H 0.51 -0.53 -1.61
H 0.06 1.52 1.71
H 2.63 1.38 1.19
H -4.59 -0.61 -1.95
H 1.58 7.52 0.03
H -3.65 -4.36 -3.43
H 1.33 -5.26 1.74
H 2.61 0.38 -1.36
H 3.24 -2.09 -0.20
H 1.55 -1.95 -1.48
H -0.81 -2.83 -0.88
H 2.34 6.14 -0.81
H -0.08 5.28 2.33
H 0.95 0.20 2.49
H -0.96 -0.87 1.73
H 1.46 1.80 -0.06
H -6.26 -2.41 -2.74
H 3.17 6.92 0.55
H 1.49 -3.53 2.05
H 1.14 -1.76 1.02
H 1.60 3.92 2.08
H -0.46 6.21 0.86
H 0.38 6.99 2.23
H 4.41 -0.84 -0.57
H -5.55 -3.43 -4.01
H 0.00 -4.73 -0.15
H -2.87 -0.95 -2.27
H -3.67 -1.70 -0.88

=====

Molecular formula: C16H31FNO2S
Method: DFT, wB97M-V/def2-TZVPD

Output
- Net charge: +1
- LUMO: -2.534 eV
- Gap between HOMO and LUMO: 8.17 eV

Cartesian coordinates (Å):
S -0.31 4.50 -2.46
F 2.48 3.25 -0.92
O 0.63 5.35 0.11
O 2.79 6.01 0.46
N 0.05 -2.40 0.19
C -0.40 3.12 -3.63
C 2.16 3.61 0.38
C 0.61 -2.12 1.56
C 0.80 3.06 0.70
C 0.30 -0.71 2.05
C -0.56 -4.93 0.48
C 0.27 -3.85 -0.19
C 0.82 -1.59 -0.81
C -1.41 -2.05 0.10
C -0.27 -5.24 1.96
C -1.71 -0.64 0.57
C -0.16 4.19 0.30
C 0.06 1.75 -3.12
C -1.19 -0.42 1.99
C 1.95 5.13 0.34
C -1.03 3.86 -0.93
H 2.99 3.32 1.02
H 1.86 -1.90 -0.77
H -1.18 2.79 -0.97
H 0.15 -2.84 2.24
H 0.41 -1.79 -1.80
H -1.39 0.60 2.31
H -1.70 -2.20 -0.94
H 0.69 2.22 0.02
H 0.69 2.70 1.71
H 1.68 -2.32 1.51
H 0.07 -3.89 -1.26
H 0.79 -5.16 2.19
H -1.40 3.06 -4.04
H 0.66 -0.63 3.08
H -1.63 -4.75 0.34
H -2.79 -0.49 0.54
H 0.18 1.72 -2.05
H 0.25 3.42 -4.44
H 1.34 -4.03 -0.05
H -0.83 -4.60 2.64
H 0.74 -0.54 -0.58
H -0.65 0.98 -3.42
H 1.02 1.51 -3.55
H -0.34 -5.83 -0.09
H -0.58 -6.26 2.18
H -2.00 4.32 -0.80
H -1.72 -1.08 2.68
H 0.86 0.02 1.47
H -1.94 -2.76 0.73
H -1.28 0.10 -0.11
H -0.85 4.44 1.09

=====

Molecular formula: C16H31MgN3O2
Method: DFT, wB97M-V/def2-TZVPD

Output
- Net charge: +1
- LUMO (spin up / spin down): -2.060 / -6.107 eV
- Gap between HOMO and LUMO (spin up / spin down): 8.17 / 4.12 eV
- Spin multiplicity: 2

Cartesian coordinates (Å):
Mg 0.22 0.48 -0.37
O -1.49 0.61 -1.27
O 2.01 0.84 -1.11
N 0.31 -0.02 1.64
N 0.04 2.61 0.32
N 0.45 -1.59 -0.84
C 3.33 1.13 -1.49
C -2.44 0.32 -3.56
C 3.07 -4.46 -0.85
C 1.50 -3.32 2.37
C -2.21 1.22 -2.33
C 0.64 -4.13 -1.52
C -1.40 5.72 1.45
C 0.10 -1.67 3.70
C 1.22 -2.73 3.72
C 2.05 -4.60 -1.94
C 0.53 -2.72 -1.16
C -0.59 3.58 0.24
C -2.17 5.19 2.65
C -3.61 1.73 -1.86
C 0.22 -0.73 2.56
C -1.35 4.80 0.19
H 3.92 1.29 -0.58
H -0.87 -2.18 3.65
H -1.80 4.25 3.05
H -0.07 -4.27 -2.34
H -1.59 2.00 -2.78
H 3.47 2.03 -2.10
H -4.25 0.90 -1.55
H 0.98 -3.56 4.38
H 0.17 -1.13 4.65
H -2.07 5.92 3.46
H -2.98 -0.62 -3.46
H 3.79 0.32 -2.05
H 2.19 -4.16 2.44
H -1.46 -0.02 -3.89
H -4.13 2.12 -2.73
H -0.83 5.38 -0.57
H 0.55 -3.69 1.98
H 2.35 -3.99 -2.79
H -3.53 2.48 -1.07
H 0.33 -4.73 -0.66
H -2.85 0.91 -4.37
H 2.17 -2.31 4.05
H 1.92 -5.62 -2.31
H -0.35 5.87 1.71
H 4.08 -4.68 -1.19
H -2.30 4.57 -0.29
H 1.86 -2.65 1.59
H -1.84 6.70 1.26
H 3.08 -3.41 -0.53
H -3.23 5.03 2.43
H 2.88 -5.01 0.07

=====

Molecular formula: C16H31NO2
Method: DFT, wB97M-V/def2-TZVPD

Output
- LUMO: 0.797 eV
- Gap between HOMO and LUMO: 8.67 eV

Cartesian coordinates (Å):
O -0.37 -0.32 -0.97
O 2.55 0.58 -1.85
N 5.18 -0.10 -0.26
C -3.74 -0.30 -0.08
C 4.12 0.83 0.09
C -3.52 2.09 0.94
C 2.73 0.44 -0.41
C -1.47 0.43 -0.45
C -2.78 0.14 -1.21
C 5.20 -1.33 0.57
C -1.99 -1.52 1.02
C -4.08 0.27 2.45
C -0.82 0.52 2.01
C -1.84 0.04 0.98
C -3.33 0.56 1.10
C 0.12 0.20 -2.23
C 1.57 -0.29 -2.46
C 5.38 -0.32 -1.71
C -3.31 -1.72 0.30
H -3.20 1.01 -1.73
H -0.54 1.57 1.80
H 4.39 1.79 -0.39
H -2.63 -0.63 -1.96
H 0.06 1.30 -2.31
H -3.82 -0.71 2.91
H 5.81 0.62 -2.12
H 1.71 -0.26 -3.54
H -1.21 1.49 -0.46
H -0.52 -0.22 -3.02
H -3.15 -2.37 -0.53
H -4.81 -0.25 -0.35
H -5.15 0.30 2.26
H 4.47 -0.62 -2.25
H -1.19 -2.00 0.49
H -4.60 2.32 0.85
H 4.20 -1.61 0.95
H -1.27 0.45 2.99
H -3.86 1.02 3.18
H -3.12 2.66 1.81
H 5.72 -2.15 0.03
H 1.69 -1.33 -2.13
H -4.08 -2.16 0.95
H 2.01 1.09 0.07
H -2.00 -1.98 2.01
H 6.15 -1.09 -1.86
H -3.06 2.46 0.02
H 0.08 -0.13 1.92
H 5.77 -1.14 1.48
H 2.48 -0.61 -0.06
H 4.10 1.00 1.19

=====

Molecular formula: C16H31NO6Rb
Method: DFT, wB97M-V/def2-TZVPD

Output
- Net charge: -1
- LUMO: 1.886 eV
- Gap between HOMO and LUMO: 4.08 eV

Cartesian coordinates (Å):
Rb -4.48 -7.22 24.54
O -2.60 -5.14 23.91
O -1.26 -3.80 22.94
O -5.73 -5.79 26.90
O -2.78 -9.10 23.14
O -5.29 -10.06 24.21
O -0.74 -5.82 22.98
N -6.55 -6.34 27.97
C -7.15 -11.47 23.91
C -6.43 -5.65 29.31
C -1.56 -9.16 23.29
C -7.60 -8.24 26.55
C -7.88 -8.29 28.90
C -0.66 -9.71 22.19
C -6.05 -10.15 21.94
C -6.67 -4.11 29.15
C -6.86 -7.82 27.87
C -0.99 -8.62 24.58
C -7.59 -7.71 30.34
C -5.48 -8.61 28.07
C -5.01 -5.76 29.96
C -1.53 -4.93 23.34
C -6.08 -10.54 23.42
C -7.43 -6.17 30.29
H -6.84 -12.18 24.68
H -0.51 -7.68 24.32
H -7.59 -3.93 28.58
H -0.10 -8.88 21.77
H -7.89 -9.36 29.08
H -6.35 -9.11 21.91
H -6.64 -8.14 30.66
H -5.79 -3.75 28.62
H -6.54 -10.82 21.24
H -8.44 -5.75 30.27
H -5.34 -8.97 29.09
H -1.29 -10.23 21.47
H -4.83 -6.78 30.28
H -6.89 -8.37 25.73
H -7.94 -10.84 24.34
H -8.92 -8.11 28.65
H -7.03 -5.92 31.27
H 0.17 -10.25 22.65
H -8.38 -7.95 31.05
H -4.94 -5.15 30.86
H -8.10 -9.20 26.68
H -0.28 -5.14 22.49
H -4.59 -8.08 27.73
H -1.73 -8.24 25.29
H -5.00 -10.09 21.67
H -0.39 -9.30 25.19
H -5.58 -9.53 27.50
H -8.31 -7.47 26.26
H -6.72 -3.52 30.07
H -7.66 -11.97 23.08
H -4.18 -5.51 29.30

=====

Molecular formula: C16H31NP2PtS
Method: DFT, wB97M-V/def2-TZVPD

Output
- LUMO (spin up / spin down): -0.180 / -2.167 eV
- Gap between HOMO and LUMO (spin up / spin down): 6.44 / 5.29 eV
- Spin multiplicity: 3

Cartesian coordinates (Å):
Pt -0.86 -0.24 -3.20
S -2.35 0.46 1.15
P 1.12 -1.52 -3.40
P 0.24 1.86 -2.45
N -2.24 0.90 -1.61
C -1.35 1.10 -4.87
C 0.40 0.69 -6.68
C -0.14 1.48 -5.53
C -2.54 0.62 -5.70
C -0.44 -1.33 -1.16
C 0.94 2.68 -0.95
C 1.96 1.53 -3.35
C 2.51 -2.41 -2.63
C 0.66 -0.82 -6.45
C 0.26 -3.45 -3.16
C 2.33 0.12 -3.84
C 0.16 -1.53 -5.23
C -1.30 -1.33 -4.77
C -2.29 -0.86 -5.89
C -2.30 0.72 -0.41
C -1.01 3.26 -2.77
H -0.67 4.01 -3.51
H -1.42 -1.67 -0.79
H 0.21 2.52 -5.48
H -1.88 -1.06 -6.90
H 1.08 3.76 -1.18
H -1.78 1.76 -4.12
H -0.23 0.77 -7.62
H 0.37 -2.57 -5.43
H 0.24 -1.32 -7.33
H 2.09 2.29 -4.10
H 2.50 0.09 -4.93
H 2.71 1.76 -2.59
H -0.83 -3.57 -3.07
H -0.05 -0.53 -0.51
H 0.63 -4.17 -3.93
H -2.69 1.13 -6.66
H 0.19 2.50 -0.15
H 1.90 2.22 -0.68
H 3.21 -1.66 -2.30
H -3.42 0.73 -5.05
H 2.95 -3.14 -3.32
H -1.75 -2.22 -4.31
H -3.25 -1.40 -5.81
H 1.34 1.20 -6.98
H 3.28 -0.18 -3.39
H 2.11 -2.94 -1.77
H 1.74 -0.97 -6.52
H -1.28 3.74 -1.81
H 0.25 -2.13 -0.98
H -2.02 2.91 -3.10
H 0.71 -3.82 -2.21

=====

Molecular formula: C16H32BNaO12
Method: DFT, wB97M-V/def2-TZVPD

Output
- LUMO: -0.700 eV
- Gap between HOMO and LUMO: 8.19 eV

Cartesian coordinates (Å):
Na -22.23 -21.99 14.65
O -18.69 -21.45 17.08
O -17.07 -23.02 16.84
O -22.80 -22.62 17.04
O -16.52 -25.40 16.52
O -23.06 -23.40 12.86
O -21.09 -19.92 13.92
O -24.42 -20.79 13.92
O -14.91 -26.96 16.27
O -18.11 -24.22 15.11
O -13.69 -24.81 14.65
O -19.99 -23.02 15.04
O -15.66 -23.82 15.08
C -24.96 -22.34 18.06
C -18.20 -22.42 16.58
C -25.94 -18.97 13.41
C -22.38 -24.51 12.17
C -25.07 -19.64 14.47
C -24.49 -24.18 16.44
C -21.27 -23.93 11.28
C -24.05 -18.69 15.03
C -19.10 -20.19 12.56
C -21.22 -19.20 11.60
C -23.91 -23.37 17.57
C -20.63 -20.17 12.61
C -14.77 -24.78 15.16
C -18.87 -23.21 15.44
C -15.37 -25.89 16.05
C -21.84 -25.50 13.17
B -16.86 -24.12 15.87
H -25.01 -21.24 13.31
H -21.10 -19.56 10.58
H -24.94 -23.61 15.63
H -18.67 -20.42 11.59
H -22.66 -25.81 13.81
H -22.29 -19.04 11.79
H -23.82 -23.27 12.29
H -18.73 -19.19 12.82
H -26.62 -19.68 12.92
H -20.75 -18.21 11.72
H -25.29 -24.81 16.85
H -23.47 -19.06 15.87
H -25.29 -18.56 12.64
H -24.57 -21.74 18.88
H -20.53 -23.43 11.92
H -25.21 -21.70 17.21
H -23.11 -24.89 11.44
H -25.87 -22.86 18.34
H -23.57 -23.99 18.39
H -23.34 -18.41 14.24
H -23.74 -24.88 16.07
H -25.73 -20.00 15.28
H -21.10 -24.98 13.79
H -22.24 -22.29 17.75
H -20.77 -24.74 10.75
H -24.55 -17.77 15.34
H -21.69 -23.23 10.56
H -18.70 -20.87 13.31
H -21.12 -18.98 14.12
H -20.97 -21.17 12.33
H -21.31 -26.32 12.69
H -26.60 -18.19 13.78

=====

Quick rundown of energy relative to the best compared isomer or geometry (same formula, charge and spin), same order as above: 3.8100; 0.5095; 0.0000; 0.2981; 0.0000; 2.9013; 1.8214; 1.0776; 0.0000 eV